{
  "formula": "C68H56F12N2O4S2",
  "method": "ωB97M-V/def2-TZVPD",
  "spin_multiplicity": 1,
  "smiles": "C=CCc1c(S(=O)(=O)C(F)(F)C(F)(F)F)cc2c(c1-c1ccncc1)Nc1cc(CCOC(C)=O)ccc1S2.Fc1ccccc1.Fc1ccccc1.Fc1ccccc1.Fc1ccccc1.Fc1ccccc1.Fc1ccccc1.Fc1ccccc1",
  "homo_lumo_gap_ha": 0.31606,
  "de_lowest_kcal_mol": 10.5,
  "e_lumo_ev": 0.00,
  "symbols": ["C", "C", "C", "C", "C", "S", "O", "O", "C", "F", "F", "C", "F", "F", "F", "C", "C", "C", "C", "C", "C", "C", "N", "C", "C", "N", "C", "C", "C", "C", "C", "O", "C", "C", "O", "C", "C", "C", "S", "H", "H", "H", "H", "H", "H", "H", "H", "H", "H", "H", "H", "H", "H", "H", "H", "H", "H", "H", "H", "H", "F", "C", "C", "C", "C", "C", "C", "H", "H", "H", "H", "H", "F", "C", "C", "C", "C", "C", "C", "H", "H", "H", "H", "H", "F", "C", "C", "C", "C", "C", "C", "H", "H", "H", "H", "H", "F", "C", "C", "C", "C", "C", "C", "H", "H", "H", "H", "H", "F", "C", "C", "C", "C", "C", "C", "H", "H", "H", "H", "H", "F", "C", "C", "C", "C", "C", "C", "H", "H", "H", "H", "H", "F", "C", "C", "C", "C", "C", "C", "H", "H", "H", "H", "H"],
  "positions_angstrom": [[-4.2739, -2.4906, -2.9813], [-5.5945, -2.4890, -3.0693], [-6.4997, -1.2524, -3.1519], [-5.7258, 0.0522, -2.9748], [-5.6245, 0.9890, -3.9920], [-6.4017, 0.7932, -5.5893], [-7.7581, 0.3381, -5.5139], [-6.3277, 2.0401, -6.2988], [-5.3120, -0.3716, -6.5492], [-5.9956, -1.1785, -7.3569], [-4.6877, -1.1552, -5.6328], [-4.1652, 0.3385, -7.3245], [-3.4695, 1.1070, -6.4792], [-3.3078, -0.5704, -7.8095], [-4.6052, 1.0595, -8.3479], [-4.8945, 2.1533, -3.8784], [-4.2574, 2.3777, -2.6887], [-4.3673, 1.4936, -1.6280], [-5.1005, 0.3073, -1.7535], [-5.1229, -0.6107, -0.5806], [-6.2629, -1.1014, 0.0516], [-6.1344, -1.9506, 1.1345], [-5.0199, -2.3766, 1.7377], [-3.9574, -1.8791, 1.0891], [-3.9280, -1.0641, -0.0127], [-3.7261, 1.7853, -0.3783], [-2.3277, 2.0842, -0.5509], [-1.4356, 1.3894, 0.2113], [-0.0861, 1.6617, 0.0333], [0.8534, 0.8078, 0.8791], [0.9217, -0.5882, 0.1769], [0.8869, -0.3883, -1.2428], [0.3393, -1.4140, -1.9552], [0.2568, -2.8430, -1.4284], [-0.0733, -1.1729, -3.0734], [0.3222, 2.6268, -0.8495], [-0.5830, 3.3466, -1.6198], [-1.9128, 3.0380, -1.4607], [-3.2318, 3.8167, -2.3971], [-3.7571, -3.4502, -2.9758], [-3.6493, -1.6069, -2.8693], [-6.1081, -3.4506, -3.1084], [-6.9761, -1.3006, -4.1329], [-7.2264, -1.3200, -2.3373], [-4.8316, 2.8598, -4.6998], [-7.2514, -0.8231, -0.3031], [-7.0650, -2.3339, 1.5667], [-2.9869, -2.1726, 1.5068], [-2.9760, -0.7707, -0.4443], [-4.1757, 2.6380, -0.0326], [-1.7479, 0.6202, 0.9116], [1.8500, 1.2374, 0.9528], [0.3942, 0.6290, 1.8561], [1.7856, -1.1809, 0.5045], [0.0295, -1.1386, 0.5062], [-0.2625, -3.4371, -2.1837], [1.2770, -3.2476, -1.3877], [-0.2760, -2.9524, -0.4816], [1.3902, 2.8138, -0.9515], [-0.2769, 4.0984, -2.3373], [0.8101, 3.7529, -4.3801], [0.6114, 2.7151, -5.2236], [0.1236, 2.9703, -6.4904], [-0.0799, 1.9095, -7.3602], [0.1958, 0.6121, -6.9493], [0.6801, 0.3750, -5.6699], [0.8958, 1.4338, -4.7994], [-0.0929, 3.9885, -6.7875], [-0.4549, 2.0951, -8.3584], [0.0313, -0.2153, -7.6278], [0.8886, -0.6347, -5.3468], [1.2781, 1.2683, -3.8003], [-6.5964, -5.5629, 0.9167], [-7.1289, -5.7891, 2.1350], [-8.1490, -6.7112, 2.2631], [-8.6916, -6.9461, 3.5186], [-8.2160, -6.2518, 4.6235], [-7.1928, -5.3247, 4.4746], [-6.6398, -5.0934, 3.2228], [-8.5110, -7.2366, 1.3887], [-9.4863, -7.6712, 3.6347], [-8.6440, -6.4342, 5.6009], [-6.8243, -4.7801, 5.3341], [-5.8351, -4.3797, 3.0865], [0.3759, -5.3483, 0.5725], [-0.6358, -5.2861, 1.4680], [-1.9382, -5.2590, 1.0071], [-2.9781, -5.1960, 1.9246], [-2.7015, -5.1520, 3.2850], [-1.3857, -5.1760, 3.7297], [-0.3422, -5.2485, 2.8164], [-2.1319, -5.2861, -0.0579], [-4.0039, -5.1804, 1.5781], [-3.5137, -5.0988, 3.9986], [-1.1706, -5.1374, 4.7895], [0.6897, -5.2755, 3.1436], [3.2107, 1.0391, 2.6770], [4.5308, 1.2966, 2.5483], [5.3238, 0.4075, 1.8512], [6.6785, 0.6764, 1.7155], [7.2207, 1.8206, 2.2849], [6.4082, 2.7010, 2.9864], [5.0513, 2.4419, 3.1161], [4.8832, -0.4831, 1.4215], [7.3110, -0.0080, 1.1657], [8.2782, 2.0263, 2.1818], [6.8323, 3.5908, 3.4333], [4.3997, 3.1200, 3.6518], [9.1780, 3.8232, 5.0389], [8.9028, 5.1405, 5.1139], [7.7969, 5.5585, 5.8287], [7.5169, 6.9156, 5.9083], [8.3365, 7.8335, 5.2660], [9.4409, 7.3959, 4.5479], [9.7315, 6.0411, 4.4739], [7.1654, 4.8263, 6.3157], [6.6581, 7.2565, 6.4713], [8.1136, 8.8900, 5.3261], [10.0783, 8.1108, 4.0440], [10.5927, 5.6816, 3.9257], [7.6722, 10.9722, 4.2178], [7.3221, 10.8449, 2.9225], [6.1025, 11.3365, 2.5008], [5.7467, 11.2075, 1.1660], [6.6068, 10.5817, 0.2739], [7.8267, 10.0887, 0.7153], [8.1912, 10.2244, 2.0470], [5.4420, 11.8142, 3.2127], [4.7970, 11.5953, 0.8221], [6.3251, 10.4786, -0.7659], [8.4961, 9.5969, 0.0218], [9.1416, 9.8534, 2.4074], [5.4932, -10.4114, 1.5390], [4.4498, -9.5621, 1.4862], [3.6092, -9.4595, 2.5770], [2.5372, -8.5799, 2.5217], [2.3145, -7.8245, 1.3777], [3.1673, -7.9444, 0.2889], [4.2468, -8.8148, 0.3426], [3.7953, -10.0626, 3.4561], [1.8744, -8.4841, 3.3721], [1.4780, -7.1444, 1.3353], [2.9916, -7.3590, -0.6043], [4.9276, -8.9162, -0.4925]],
  "forces_ev_per_a": [[0.1733, -0.5034, 0.1703], [-0.1640, 0.4269, 0.0286], [1.1786, -0.4206, 0.1837], [-0.7901, -1.1425, 0.1242], [-0.1113, -0.3670, -0.7318], [-1.7635, 2.0361, -0.6157], [0.3649, -1.5002, 0.5263], [1.2093, 0.1439, -0.0008], [0.9330, -0.8339, 0.4996], [-0.3121, 0.4575, -0.0915], [-0.1092, 0.0782, -0.0836], [0.4774, 0.1911, -0.2512], [-0.3324, 0.0636, -0.0857], [-0.3835, -0.1335, 0.1077], [-0.1039, -0.0422, 0.2307], [0.0932, 0.3777, -0.3758], [0.9476, 0.8068, 0.7566], [-0.0875, -0.6131, 0.2997], [0.2028, 0.5054, 0.1402], [0.0669, -0.6313, 0.4264], [0.2482, 0.5654, -0.6810], [-1.4607, -0.8494, 1.1024], [-0.2017, 1.1557, -1.6848], [1.6811, -0.7771, 1.0686], [-0.3467, 0.4276, -0.6174], [-0.3599, 0.6410, -0.2383], [-0.9223, -0.4353, 0.2871], [0.6883, 0.0035, -0.1835], [0.0531, -0.6878, 1.5819], [-0.0775, -0.5553, -1.5024], [-0.2617, 0.4831, 1.0225], [-0.1006, -1.3732, 0.2977], [-0.8234, 0.2192, -1.5652], [0.2865, 0.1803, -0.2279], [0.5757, -0.0161, 1.0012], [0.8609, 0.5373, -0.3266], [0.0773, -0.0649, 0.0102], [-1.1083, 0.2601, -0.5739], [0.1348, -0.0193, -0.2393], [-0.0111, 0.2411, 0.0330], [-0.1910, -0.0612, -0.2432], [-0.0181, 0.2387, -0.0817], [-0.3502, 0.1224, 0.4149], [-0.2347, -0.0548, -0.4816], [0.0275, -0.1680, 0.0822], [0.0925, -0.0840, 0.2175], [0.2173, 0.1128, -0.0361], [-0.2475, -0.0083, -0.0722], [-0.1027, -0.0800, 0.1200], [0.0460, -0.1249, 0.1197], [-0.1767, 0.2198, -0.0476], [-0.2011, 0.0507, 0.1309], [0.4283, 0.2551, 0.0209], [0.0223, 0.2240, -0.2701], [0.1316, 0.1030, -0.2661], [-0.0213, 0.2953, 0.0799], [-0.2142, 0.0817, 0.4682], [0.3581, 0.0258, -0.0232], [-0.1755, 0.0382, -0.0528], [0.0847, -0.1433, 0.1061], [0.0793, 0.0603, -0.0095], [-0.0960, -0.3148, -0.2928], [-0.0668, 0.2829, -0.0752], [0.0336, -0.0940, 0.1148], [0.0076, -0.0451, -0.0373], [-0.0104, 0.0949, -0.2011], [0.1183, 0.0187, 0.2737], [0.0174, -0.0007, 0.0312], [-0.0146, 0.0300, 0.0184], [-0.0028, 0.0072, 0.0168], [-0.0312, 0.0336, 0.0638], [-0.0841, -0.0158, 0.0155], [0.0348, 0.0086, -0.0416], [-0.1679, -0.0784, 0.3489], [-0.0864, -0.1294, -0.2165], [0.1163, 0.1355, 0.0572], [-0.0396, -0.0181, 0.0811], [-0.1271, -0.1551, -0.0941], [0.2910, 0.2110, -0.0166], [0.0332, 0.0125, -0.0042], [0.0029, 0.0105, -0.0319], [0.0079, 0.0044, -0.0169], [0.0224, 0.0044, -0.0231], [-0.0575, 0.0566, -0.0647], [-0.0021, 0.0647, -0.0453], [-0.3751, 0.0498, 0.2210], [-0.0118, 0.0047, -0.2425], [0.0750, -0.0244, 0.1080], [-0.0191, 0.0041, 0.0428], [-0.1336, 0.0028, -0.1461], [0.2903, 0.0064, 0.0766], [0.0166, -0.0266, 0.0051], [0.0454, 0.0352, -0.0307], [0.0105, -0.0020, -0.0172], [0.0278, -0.0159, -0.0161], [-0.0007, 0.0150, -0.0314], [0.0913, -0.0309, 0.1327], [0.3900, 0.0668, -0.0146], [-0.1282, -0.2104, -0.1170], [-0.0256, 0.1481, 0.0961], [0.0912, 0.0016, -0.0236], [0.0139, -0.1118, -0.0825], [-0.1616, 0.1668, 0.1331], [-0.0173, 0.0191, 0.0104], [-0.0292, -0.0157, 0.0101], [-0.0177, 0.0036, 0.0215], [-0.0273, -0.0001, -0.0027], [-0.0149, -0.0325, -0.0018], [0.0030, -0.0415, -0.0215], [-0.0802, 0.3757, 0.0345], [-0.1646, -0.1982, 0.1115], [0.1514, -0.0202, -0.1281], [-0.0424, 0.1401, 0.0355], [-0.1457, -0.0879, 0.0996], [0.2092, -0.0959, -0.1591], [0.0430, -0.0193, 0.0015], [-0.0009, -0.0285, -0.0072], [0.0119, -0.0172, -0.0125], [0.0281, -0.0272, 0.0223], [-0.0226, -0.0319, 0.0089], [0.0151, 0.0460, 0.0599], [-0.1120, -0.0524, -0.4362], [-0.1595, 0.1247, 0.2058], [0.1518, -0.0854, -0.0131], [-0.0395, -0.0025, -0.0931], [-0.1209, 0.0734, 0.0416], [0.2201, -0.0910, 0.1125], [0.0348, 0.0010, 0.0131], [-0.0005, -0.0047, 0.0344], [0.0089, -0.0017, 0.0173], [0.0152, 0.0120, 0.0263], [-0.0205, 0.0058, 0.0225], [0.0324, -0.0247, 0.0020], [-0.2584, 0.2099, -0.0134], [0.0346, -0.1250, 0.2215], [0.0881, 0.0217, -0.1839], [-0.0537, -0.0030, 0.0729], [-0.0091, -0.0546, 0.1574], [0.1407, -0.0133, -0.1974], [0.0351, -0.0014, -0.0246], [0.0073, -0.0332, -0.0041], [0.0103, -0.0225, -0.0268], [0.0200, -0.0064, 0.0064], [0.0038, -0.0371, 0.0241]],
  "mulliken_charge": [-0.7869, -0.0672, -1.7755, -0.3333, 0.7957, 1.2641, -0.7087, -0.7015, 0.7281, -0.2762, -0.1472, 0.5888, -0.1410, -0.2551, -0.2446, -0.4770, 0.2733, -0.5432, 0.0383, 0.6802, -0.2632, -0.8710, -0.3631, -1.2244, -0.4742, -0.0217, -1.0719, -0.0208, 0.6408, -1.3189, -0.1562, -0.1662, 0.6444, -0.8677, -0.5116, -0.4634, -0.8099, 0.8235, -0.3517, 0.3079, 0.2836, 0.4526, 0.4434, 0.6474, 0.5829, 0.5847, 0.4386, 0.6060, 0.6154, 0.4229, 0.7030, 0.3083, 0.3817, 0.4457, -0.0616, 0.4325, 0.3818, 0.0303, 0.4178, 0.4937, -0.3362, 0.4299, -0.4859, -0.3981, -0.6080, -0.4374, -0.1627, 0.4376, 0.4053, 0.4301, 0.3907, 0.3185, -0.2819, 0.0858, -0.4528, -0.3727, -0.4662, -0.7443, 0.2109, 0.4352, 0.3703, 0.3813, 0.3729, 0.4792, -0.3738, 0.1552, -0.4115, -0.0590, -0.4038, -0.6120, -0.3898, 0.4850, 0.3081, 0.3998, 0.4009, 0.5658, -0.2757, 0.4340, -0.4116, -0.3676, -0.5766, -0.1399, -0.5852, 0.4189, 0.3708, 0.3971, 0.3083, 0.4219, -0.3476, 0.2161, -0.1992, -0.4489, -0.3969, -0.3681, -0.5349, 0.4524, 0.3766, 0.4574, 0.3637, 0.4249, -0.3182, 0.2811, -0.4306, -0.3839, -0.4466, -0.4615, -0.0794, 0.4076, 0.3547, 0.3770, 0.3568, 0.3497, -0.3134, 0.2051, -0.4257, -0.3680, -0.2098, -0.5564, -0.3598, 0.4094, 0.3928, 0.3920, 0.3781, 0.4096]
}